1.
14
Properties=species:S:1:pos:R:3:forces:R:3 method="wB97M-V/def2-TZVPD" smiles=CN(C)CC#N orbital_gap_ev=9.40 spin_multiplicity=1 de_lowest_kj_mol=118.1
N 0.2433 -0.2573 0.0259 0.067 -0.389 -0.011
N -1.7379 1.9374 -1.4517 0.472 -0.792 -0.287
C -0.2230 -0.2052 -1.3373 0.123 0.057 0.179
C 1.4060 0.3811 0.6091 0.117 0.034 -0.095
C -0.6916 -0.7024 1.0286 -0.152 -0.157 0.083
C -1.0887 0.9833 -1.5273 -0.555 1.006 0.186
H 1.1185 1.0398 1.4476 -0.042 -0.060 -0.317
H -0.3271 -1.6268 1.4956 -0.178 0.020 0.088
H 1.9905 0.9873 -0.0865 -0.194 -0.179 -0.164
H 0.5675 -0.2092 -2.1002 0.048 0.163 0.442
H -0.8253 0.0437 1.8286 0.013 -0.078 -0.219
H -1.6760 -0.8883 0.5926 0.103 -0.051 0.039
H 2.0702 -0.3836 1.0414 0.004 0.154 -0.116
H -0.8262 -1.0998 -1.5662 0.174 0.273 0.191

2.
14
Properties=species:S:1:pos:R:3:forces:R:3 method="wB97M-V/def2-TZVPD" orbital_gap_ev=8.85 spin_multiplicity=1 de_lowest_kj_mol=237.3
N -1.8990 -0.1724 1.6939 -0.208 -1.290 -0.051
N 0.6731 0.7122 -1.7397 -1.844 2.189 1.533
C 0.4566 0.1860 1.2181 -1.080 -0.419 -0.781
C 0.6692 -0.8192 0.1015 2.289 -0.049 -0.664
C -0.9939 0.2447 0.9322 -0.544 3.394 -0.974
C 1.0023 -0.4799 -1.1740 -1.645 -1.578 0.985
H -0.2255 1.1588 -1.2146 3.054 -1.086 -2.426
H 0.9440 1.1361 0.9983 0.158 -0.102 0.175
H 0.6508 -0.2295 2.2039 0.170 0.151 -0.048
H 0.7350 0.7473 -2.7465 -0.361 0.283 0.271
H -2.8143 -0.3141 1.2717 0.017 0.684 -0.030
H -1.1552 0.9573 -0.0645 -0.446 -2.047 2.001
H 1.2856 -1.2677 -1.8638 0.131 -0.026 -0.012
H 0.6711 -1.8595 0.3836 0.310 -0.104 0.020

3.
14
Properties=species:S:1:pos:R:3:forces:R:3 method="wB97M-V/def2-TZVPD" smiles=CC[C@@H](N)C#N orbital_gap_ev=10.37 spin_multiplicity=1 de_lowest_kj_mol=200.9
N -0.9653 1.3730 1.1295 -0.116 -0.069 0.119
N -1.9032 -0.9232 -0.5601 -0.502 -0.885 0.632
C -1.5652 -1.1258 0.5444 0.389 1.275 -1.618
C 1.2839 -0.9194 -0.8824 0.005 -0.081 0.001
C 0.5809 0.3625 -0.4570 -0.136 -0.126 0.095
C -0.3444 0.1919 0.7510 0.245 -0.067 0.248
H 1.8857 -1.3248 -0.0608 -0.090 0.031 -0.112
H 0.5538 -1.6743 -1.1828 0.135 0.073 0.005
H -1.4197 1.8816 0.3801 0.039 -0.202 0.093
H 0.0322 0.7979 -1.3016 -0.013 -0.115 0.236
H 1.9559 -0.7301 -1.7253 -0.109 -0.013 0.133
H 1.3295 1.1081 -0.1471 -0.211 -0.160 0.039
H -1.5678 1.2830 1.9355 0.041 0.105 -0.062
H 0.1437 -0.3004 1.5766 0.324 0.235 0.192

4.
14
Properties=species:S:1:pos:R:3:forces:R:3 method="wB97M-V/def2-TZVPD" charge=+2 orbital_gap_ev=9.42 spin_multiplicity=1 de_lowest_kj_mol=177.4
N 0.3558 0.4426 0.5439 -2.047 0.669 -0.082
N -1.6164 0.6371 0.0979 2.038 0.759 1.331
C -0.5144 1.2829 0.9934 -1.325 -1.562 -1.938
C 1.7065 0.1692 0.7980 2.418 -0.800 0.472
C -0.6934 -0.1701 -0.3586 -0.419 1.048 0.695
C -0.6227 -1.1763 -1.3358 0.078 -1.058 -0.895
H -1.6173 -1.5439 -1.6224 0.121 0.045 0.176
H 2.1678 0.9808 1.3720 -0.188 -0.039 -0.205
H 1.8199 -0.7598 1.3816 -0.289 0.231 -0.076
H -2.6109 0.7931 -0.0582 -0.079 -0.013 -0.108
H -0.5311 2.1425 1.6562 0.035 0.053 0.201
H -0.1606 -0.8049 -2.2737 0.007 0.346 0.150
H 2.2586 0.0016 -0.1352 -0.200 0.284 0.058
H 0.0584 -1.9947 -1.0591 -0.152 0.037 0.222

5.
15
Properties=species:S:1:pos:R:3:forces:R:3 method="wB97M-V/def2-TZVPD" orbital_gap_ev="10.51 / 7.13" spin_multiplicity=1 de_lowest_kj_mol=701.9
O -3.1231 0.0576 -0.4890 -0.445 -0.621 -0.177
N -2.0461 -0.2133 0.0752 0.637 2.147 -0.028
N -1.5544 -1.2472 0.4567 0.313 -1.356 0.067
C -1.1652 1.0378 0.3997 -2.348 1.114 -0.203
C 0.1779 0.8823 -0.3043 -0.071 0.954 2.841
C 1.0076 -0.0839 0.4140 1.490 -3.698 0.206
C 1.7816 -1.1766 -0.3884 -0.426 0.486 2.740
H 1.1985 -0.2836 1.5006 -0.836 1.289 -0.942
H 2.2018 -1.9627 0.3176 -0.697 0.893 -0.951
H 0.6874 1.8518 -0.2490 -0.181 0.242 -0.297
H 1.1773 -1.6168 -1.1446 -0.528 -0.483 -0.641
H 2.6134 -0.6975 -0.8333 1.107 0.414 -0.796
H 0.0733 0.5793 -1.3007 -0.300 -0.226 -1.578
H -1.8911 1.9075 0.0241 1.891 -1.777 0.901
H -1.1391 0.9655 1.5214 0.394 0.621 -1.143

6.
15
Properties=species:S:1:pos:R:3:forces:R:3 method="wB97M-V/def2-TZVPD" smiles="CN1CC1.N=C=O" orbital_gap_ev=10.66 spin_multiplicity=1 de_lowest_kj_mol=214.6
O 1.9261 -2.2027 -2.8974 -0.277 0.399 0.343
N -0.0833 0.3256 0.1678 0.192 -0.072 -0.140
N 1.4789 -0.0101 -2.0872 0.174 -0.682 -0.303
C 1.6598 -1.1559 -2.4349 0.389 0.215 -0.388
C -1.1350 -0.6770 0.1213 -0.069 -0.213 -0.033
C 0.5584 0.6311 1.4400 -0.168 0.118 -0.086
C -1.4406 0.7553 -0.1016 -0.058 0.221 0.008
H 0.9864 0.2578 -1.2156 -0.247 -0.063 0.139
H 0.8689 1.6891 1.4235 0.039 -0.410 -0.040
H -1.1101 -1.3558 -0.7269 0.065 0.048 0.125
H -1.9884 1.2638 0.6905 0.134 0.031 -0.118
H -1.5977 1.1184 -1.1150 -0.094 0.001 0.232
H -1.4847 -1.1160 1.0574 0.223 0.121 -0.131
H 1.4857 -0.0152 1.5056 -1.284 0.629 0.467
H -0.2122 0.5485 2.2472 0.981 -0.344 -0.075